Record 1
The following is a DFT calculation (ωB97M-V with the def2-TZVPD basis set) of a structure of composition C2H4ClFeO8S at a distorted geometry.

Geometry as XYZ:
```
17
Properties=species:S:1:pos:R:3:forces:R:3:lowdin_charge:R:1
H 0.2435 -1.0298 0.6110 -0.62 -0.58 -0.76 0.1129
O 1.2761 -0.5034 -2.4917 0.79 -1.74 -0.50 -0.2062
H -0.6291 -0.3279 -1.6124 -0.01 0.39 -0.47 0.1244
O -1.2400 2.6008 2.1658 0.32 -0.38 1.34 -0.3381
Fe -1.2409 1.5823 4.6930 -1.43 0.04 -3.37 1.4346
O -3.4853 2.4490 1.4982 -0.24 -0.85 0.14 -0.1949
C 0.9306 -0.7186 -0.1739 1.16 1.95 0.89 -0.1940
C 0.4059 -0.0248 -1.4577 0.57 -1.07 -0.28 -0.1478
O -2.5445 0.9924 3.0975 0.28 -1.69 3.55 -0.3958
H 1.5212 0.0325 0.3680 0.25 -0.05 -0.13 0.1198
S 1.9901 -1.9348 -2.1407 -1.24 1.01 0.97 0.6395
O 1.1582 -3.0101 -2.5376 -0.04 0.01 -0.24 -0.2101
Cl -2.3507 1.6783 1.8035 1.70 3.62 -2.16 0.7204
O 1.8278 -1.7425 -0.5416 0.00 -0.45 -0.32 -0.1930
O -1.8910 0.8357 0.7772 -0.62 -0.74 0.54 -0.2133
H 0.6630 1.0204 -1.6114 -0.96 0.33 1.08 0.1374
O 3.3653 -1.8996 -2.4472 0.08 0.21 -0.27 -0.1958
```
Positions in Å, forces in eV/Å.

Computed properties:
frontier orbital gap (alpha / beta) = 3.92 / 3.44 eV
<S²> = 6.010
LUMO (alpha / beta) = -0.33136 / -0.34910 Ha
total charge = +1
spin multiplicity = 5

Record 2
The following is a DFT calculation (ωB97M-V with the def2-TZVPD basis set) of a cluster of 2 separate species, C2H4ClIN2 in total at a distorted geometry.

Geometry as XYZ:
```
10
Properties=species:S:1:pos:R:3:forces:R:3:lowdin_charge:R:1
H 2.1851 -1.8585 0.9010 0.73 0.46 0.20 0.0682
H -2.3626 -1.4082 -2.6962 -0.97 0.66 -1.98 -0.3085
Cl -1.8551 -1.7549 -1.6442 0.98 -0.64 1.99 0.3286
H 1.0817 1.5785 -0.7737 -1.95 -0.09 2.58 0.0979
H -0.7966 0.2120 1.3334 -2.83 0.42 1.42 0.0625
N 0.7426 -0.7191 0.8162 1.94 -0.81 1.21 -0.0798
C 0.2462 1.5116 0.0982 1.87 0.19 -2.68 -0.6128
C 0.0815 0.3821 0.8443 -1.47 2.44 -2.26 -0.3855
I -1.2521 2.9635 -0.0890 0.55 -0.40 0.29 0.7691
N 1.9293 -0.9069 1.2100 1.15 -2.23 -0.79 0.0603
```
Positions in Å, forces in eV/Å.

Computed properties:
frontier orbital gap (alpha / beta) = 7.39 / 7.49 eV
<S²> = 2.043
LUMO (alpha / beta) = 0.01023 / -0.06869 Ha
spin multiplicity = 3

Record 3
The following is a DFT calculation (ωB97M-V with the def2-TZVPD basis set) of the ion C2H4ClN2 with charge +1 at a distorted geometry.

Geometry as XYZ:
```
9
Properties=species:S:1:pos:R:3:forces:R:3:lowdin_charge:R:1
H -1.1834 -0.2460 -1.3934 -3.23 -0.48 0.33 0.0562
Cl -1.0529 -1.2273 2.3857 -0.14 -0.24 0.01 0.9955
N 1.1417 0.5152 1.0572 -0.01 -2.03 1.83 0.1839
N 0.1789 -0.0762 0.1478 -2.39 -0.55 1.23 -0.0977
H 0.9298 1.4590 1.4170 -0.91 0.02 -0.83 0.1122
H 0.0160 0.9397 -1.7793 -0.02 -1.10 1.37 0.1417
H 0.3104 -0.8577 -1.9140 -0.35 1.45 1.81 0.1585
C -0.2032 -0.0409 -1.2365 3.83 0.15 -3.24 0.0240
C -0.1373 -0.4658 1.3155 3.21 2.79 -2.52 -0.5742
```
Positions in Å, forces in eV/Å.

Computed properties:
frontier orbital gap = 10.01 eV
SMILES = CN1[NH+]=C1Cl
LUMO = -0.20286 Ha
total charge = +1
spin multiplicity = 1

Record 4
The following is a DFT calculation (ωB97M-V with the def2-TZVPD basis set) of a structure of composition C2H4ClN2P at a distorted geometry.

Geometry as XYZ:
```
10
Properties=species:S:1:pos:R:3:forces:R:3:lowdin_charge:R:1
H 1.7153 0.2208 -0.0989 2.44 0.15 -0.42 0.0837
H -0.2070 -0.7491 -1.6139 -0.05 -0.97 0.86 0.1248
N -1.4515 0.1418 -0.1307 -0.05 1.32 0.01 -0.8785
H -0.0951 -1.2636 0.2248 1.00 -2.24 0.66 0.0805
Cl -2.9169 -0.6812 0.0166 0.12 0.04 -0.16 0.5607
P -1.2839 1.9113 -0.0444 -1.89 -0.25 0.48 0.7846
C 0.7801 0.6105 -0.3314 -1.76 -1.78 1.31 -0.2413
C -0.2232 -0.5516 -0.5146 -1.22 3.87 -1.61 -0.2510
H -1.6331 2.2437 1.4216 0.87 -0.71 -1.38 -0.0572
N 0.3953 1.7645 -0.0243 0.53 0.56 0.24 -0.2062
```
Positions in Å, forces in eV/Å.

Computed properties:
frontier orbital gap = 8.97 eV
LUMO = 0.02688 Ha
spin multiplicity = 1

Record 5
The following is a DFT calculation (ωB97M-V with the def2-TZVPD basis set) of an isolated molecule of C2H4ClN2P at a distorted geometry.

Geometry as XYZ:
```
10
Properties=species:S:1:pos:R:3:forces:R:3:lowdin_charge:R:1
N 1.4570 0.5489 -1.4021 0.65 1.06 0.00 -0.2967
C -0.9378 0.2263 -0.1580 -2.64 -0.52 -1.51 -0.3237
Cl 0.5454 0.1636 1.9352 0.93 0.62 2.29 0.5999
H -1.4955 -1.0971 1.6986 1.68 0.98 -1.98 0.1405
N -0.0727 -0.9834 -0.3858 -2.32 0.68 2.45 -0.3177
P 1.6253 -0.7286 -0.5532 -0.85 0.33 -0.29 0.7261
C -0.7325 -0.5078 1.0185 1.05 -3.14 1.11 -0.7232
H -1.9966 -0.0922 -0.4159 1.20 1.37 -0.85 0.1274
H -0.6076 1.2856 -0.1403 -0.20 -0.98 -0.76 0.1025
H 2.2150 1.1848 -1.5970 0.50 -0.40 -0.45 -0.0350
```
Positions in Å, forces in eV/Å.

Computed properties:
frontier orbital gap = 9.32 eV
SMILES = [H]/N=P/N1C[C@@H]1Cl
LUMO = 0.00379 Ha
spin multiplicity = 1

Record 6
The following is a DFT calculation (ωB97M-V with the def2-TZVPD basis set) of a structure of composition C2H4ClN2PS2 at a distorted geometry.

Geometry as XYZ:
```
12
Properties=species:S:1:pos:R:3:forces:R:3:lowdin_charge:R:1
H -0.2093 -0.9978 0.7355 0.57 -0.70 -2.01 0.0514
S -0.9923 -0.0420 -1.3284 0.03 -0.25 -0.63 0.8179
C 0.2481 -0.7469 -0.3016 -0.18 2.30 3.91 -0.4430
S -2.5816 0.3684 1.3925 0.56 0.49 -0.21 0.3817
Cl -4.4246 -1.4722 -0.2834 -0.22 -2.04 -1.36 0.1038
H 0.6443 -1.4795 -0.9205 0.98 -1.84 -0.33 -0.0035
N -3.6866 1.6673 -1.0832 -2.61 -0.50 0.55 0.0185
P -4.4490 0.2347 0.6701 0.03 2.50 0.00 0.0775
C -1.6884 1.0935 -0.1731 2.39 0.32 2.39 -0.9505
H -0.8666 1.6990 0.3586 -1.21 -0.55 -1.15 0.0988
N -2.5449 1.8276 -0.9810 0.31 0.84 0.02 -0.2182
H 1.0408 -0.0210 0.0710 -0.65 -0.58 -1.17 0.0658
```
Positions in Å, forces in eV/Å.

Computed properties:
frontier orbital gap (alpha / beta) = 8.07 / 8.07 eV
LUMO (alpha / beta) = -0.00735 / -0.00727 Ha
spin multiplicity = 1

Record 7
The following is a DFT calculation (ωB97M-V with the def2-TZVPD basis set) of a structure of composition C2H4ClN2S2 at a distorted geometry.

Geometry as XYZ:
```
11
Properties=species:S:1:pos:R:3:forces:R:3:lowdin_charge:R:1
N -2.3458 0.4335 -0.4234 -0.93 0.40 -0.38 -0.2967
N -1.2354 -1.5294 0.1472 0.35 -0.97 -0.18 -0.3851
S -3.8651 -0.1362 -0.4209 1.72 -0.35 0.34 0.5584
C -1.2425 -0.1994 -0.2598 0.90 -1.87 0.96 -0.4988
H 0.3722 0.4847 0.8998 -0.02 -0.12 -0.57 0.1260
H 0.8685 -0.3742 -0.6219 -0.57 0.63 0.32 0.1187
H 0.2422 1.2574 -0.6214 0.23 2.75 -1.47 0.0563
S -2.6112 -2.4640 0.0352 1.05 0.94 0.09 0.8063
H -0.2680 -1.9024 0.5071 -2.65 0.72 -0.55 0.1808
Cl -4.7370 1.3992 0.4718 -0.27 0.17 0.04 0.3178
C 0.1430 0.3514 -0.1802 0.19 -2.30 1.39 0.0163
```
Positions in Å, forces in eV/Å.

Computed properties:
frontier orbital gap (alpha / beta) = 6.93 / 6.90 eV
LUMO (alpha / beta) = -0.26763 / -0.25697 Ha
total charge = +1
spin multiplicity = 1

Record 8
The following is a DFT calculation (ωB97M-V with the def2-TZVPD basis set) of a cluster of 2 separate species, C2H4ClNO in total at a distorted geometry.

Geometry as XYZ:
```
9
Properties=species:S:1:pos:R:3:forces:R:3:lowdin_charge:R:1
H -1.5263 0.0788 0.4646 -0.57 0.28 -0.39 0.0660
C 0.3022 0.7031 -1.3268 -1.74 -2.57 3.46 -0.1248
C -0.6991 -0.4845 0.0723 2.85 6.64 0.29 -0.1915
H -0.9469 -1.2945 -0.4026 -1.25 -4.67 -2.64 0.0154
H 1.1145 -1.0449 1.0509 -1.21 -0.01 -0.73 0.0709
O 1.4414 0.4391 -1.4695 0.07 0.39 -0.50 0.0311
H -0.3081 1.5495 -1.6372 0.18 0.44 -0.70 0.0785
Cl 0.4831 0.7579 2.0848 -0.37 -0.23 -0.35 0.5355
N 0.1393 -0.7045 1.1635 2.03 -0.28 1.55 -0.4811
```
Positions in Å, forces in eV/Å.

Computed properties:
frontier orbital gap = 9.00 eV
LUMO = 0.02926 Ha
spin multiplicity = 1

Record 9
The following is a DFT calculation (ωB97M-V with the def2-TZVPD basis set) of an isolated molecule of C2H4ClNO at a distorted geometry.

Geometry as XYZ:
```
9
Properties=species:S:1:pos:R:3:forces:R:3:lowdin_charge:R:1
C 0.4076 -0.4782 0.0497 -1.44 0.24 0.37 -0.0293
H 1.1544 0.1260 -0.4720 0.64 -0.62 0.73 0.0921
Cl -3.4924 -0.0841 0.0472 -0.27 -0.17 -0.09 0.5793
H 0.4165 -0.6464 1.1458 1.23 0.06 -0.52 0.1046
C -0.7896 0.4044 -0.0188 -2.59 -1.38 -1.31 -0.3428
N -1.0515 1.6057 -0.0930 1.82 -1.87 0.18 0.1672
H -1.9667 1.9222 -0.3121 -1.16 0.07 0.13 0.0241
H 0.2019 -1.4773 -0.4116 0.16 1.14 0.17 0.1000
O -2.0279 -0.8453 -0.1347 1.61 2.53 0.35 -0.6952
```
Positions in Å, forces in eV/Å.

Computed properties:
frontier orbital gap = 10.47 eV
SMILES = [H]/N=C(/C)OCl
LUMO = 0.02456 Ha
spin multiplicity = 1

Record 10
The following is a DFT calculation (ωB97M-V with the def2-TZVPD basis set) of a cluster of 3 separate species, C2H4ClNO5 in total at a distorted geometry.

Geometry as XYZ:
```
13
Properties=species:S:1:pos:R:3:forces:R:3:lowdin_charge:R:1
Cl -2.1169 -1.0412 -2.4740 -0.48 -0.68 -0.16 0.5800
O 1.2359 1.0559 -0.1806 -0.41 -2.91 0.70 0.0273
O 1.9597 0.9644 2.5835 0.38 -1.85 -0.88 0.1255
H -1.7935 1.0850 -1.5720 0.26 -0.24 0.03 0.0829
N 2.0668 -0.0887 2.0088 1.18 -0.18 1.50 -0.2137
H -2.1740 -0.4581 0.3387 0.23 0.04 0.34 0.1479
H -0.5926 -1.2362 0.1149 -0.15 0.16 -0.08 0.1208
O 1.8509 -0.0231 -0.2145 -1.79 2.80 -0.59 0.0171
H -0.2706 0.2106 -1.9490 -0.14 0.18 0.19 0.0534
O 2.8372 -1.0210 2.0462 -1.18 1.63 0.44 0.1022
C -1.2629 0.1271 -1.5012 0.52 0.84 0.89 -0.6141
C -1.1295 -0.2667 0.0160 -0.17 -1.08 -1.66 -0.3973
O -0.6106 0.6920 0.7834 1.75 1.27 -0.72 -0.0320
```
Positions in Å, forces in eV/Å.

Computed properties:
frontier orbital gap (alpha / beta) = 7.14 / 7.09 eV
LUMO (alpha / beta) = -0.11316 / -0.12344 Ha
spin multiplicity = 1

Values of M, in order: 279.41, 218.43, 91.52, 122.50, 122.50, 186.63, 155.66, 93.51, 93.51, 157.51, all in g mol⁻¹.
Values of total energy, in order: -2801.86564, -945.81943, -647.86462, -989.57051, -989.56025, -1785.98099, -1444.34382, -668.66148, -668.68581, -969.35619, all in a.u..